No. 1
Formula: C47H66F21N2O22P2
Source: OMol25
Level of theory: ωB97M-V with the def2-TZVPD basis set

Values from the calculation:
Electronic energy: -173469.8127 eV
M: 1471.9 g mol⁻¹
Highest occupied orbital energy: -11.0 eV
Energy above the lowest of the compared OMol25 structures with the same formula, charge and spin: 175.13 kcal/mol
Net charge: +1

Geometry as XYZ:
```
160
C47H66F21N2O22P2 (ωB97M-V with the def2-TZVPD basis set)
N 5.5834 -2.3907 6.2763
C 4.4341 -1.5076 5.7970
C 3.5414 -2.4309 4.8590
C 2.6352 -1.7232 3.7536
C 3.3687 -1.6142 2.2978
C 4.9656 -1.6430 2.3704
C 5.6059 -3.0955 2.1073
O 5.1767 -3.9137 1.2700
O 6.7714 -3.4193 2.8630
N 1.4611 -2.6505 3.5137
C 0.2405 -2.3939 4.3334
O -0.7323 -1.6838 3.5041
P -0.5820 -4.1256 4.6324
P -0.6019 -4.6593 6.7388
O -1.3008 -6.0318 6.8629
O 0.9798 -4.8805 7.3949
O -1.4644 -3.5838 7.7411
C 0.4325 -1.6474 5.7213
C 1.2817 -0.2574 5.5493
C 0.1989 0.9262 5.7490
C 0.3338 1.3551 7.3115
C 0.8845 2.7171 7.7863
C 1.0115 2.9734 9.3052
C 0.6293 1.9380 10.3825
C 0.0418 0.5767 9.9384
C -0.0930 0.2977 8.3966
C 2.0582 -0.2493 4.1453
C 3.1253 0.9423 3.9540
C 3.2830 1.9228 5.2086
O 2.7644 3.0557 5.1330
O 4.0276 1.5862 6.3886
H 5.1718 -2.9781 7.0332
H 6.2153 -1.7520 6.7990
H 3.9272 -1.1423 6.7587
H 4.9358 -0.6168 5.2958
H 4.2403 -3.2476 4.4282
H 2.8236 -3.0152 5.5587
H 3.0782 -2.4964 1.6037
H 2.9574 -0.6800 1.7537
H 5.3372 -0.9888 1.4896
H 5.4266 -1.1820 3.3037
H 6.6124 -3.0153 3.7558
H 1.8128 -3.6079 3.7223
H 1.1504 -2.6641 2.5135
H -1.3228 -2.3408 3.0681
H 0.2432 -5.1095 3.9971
H 1.2628 -4.0593 7.8716
H -0.8239 -2.9945 8.2035
H 0.9907 -2.2538 6.5289
H -0.6182 -1.4612 6.1488
H 2.0178 -0.1987 6.4155
H 0.3815 1.8256 5.0527
H -0.8853 0.6031 5.6144
H 1.2030 3.5330 7.0641
H 1.4615 3.9919 9.6277
H 0.7537 2.1151 11.5058
H -0.2737 -0.2536 10.6676
H -0.5214 -0.7277 8.1317
H 1.2462 -0.0448 3.3418
H 2.7871 1.6115 3.0752
H 4.1822 0.6000 3.6783
H 4.9624 1.5381 6.0646
C 2.3902 -4.6774 -2.8171
C 0.9272 -4.9751 -2.5544
O 0.4720 -4.2876 -1.3742
C 0.1476 -2.9891 -1.5356
O 0.2209 -2.3950 -2.5774
C -0.3622 -2.4019 -0.2226
F 0.4178 -2.7434 0.8398
F -1.6072 -2.8272 0.0715
F -0.4128 -1.0607 -0.2348
H 2.9946 -4.9132 -1.9372
H 2.7553 -5.2601 -3.6647
H 2.5442 -3.6179 -3.0351
H 0.7994 -6.0431 -2.3648
H 0.3020 -4.7241 -3.4159
C 5.5210 8.1777 7.4369
C 4.1194 8.0545 6.8723
O 3.2763 7.3079 7.7651
C 2.7630 7.9941 8.8077
O 2.9726 9.1590 9.0218
C 1.8535 7.0944 9.6393
F 2.4038 5.8820 9.8795
F 0.6746 6.8617 9.0237
F 1.5560 7.6185 10.8401
H 5.9292 7.1909 7.6702
H 6.1812 8.6751 6.7243
H 5.5226 8.7513 8.3667
H 4.1507 7.5001 5.9339
H 3.6841 9.0331 6.6535
C -1.6332 -1.1688 -6.9169
C -1.8783 -2.4379 -7.7093
O -0.6330 -3.0344 -8.1093
C -0.0062 -3.7740 -7.1744
O -0.4221 -3.9495 -6.0569
C 1.2707 -4.3850 -7.7445
F 2.0009 -3.4937 -8.4458
F 1.0054 -5.4073 -8.5841
F 2.0838 -4.8747 -6.7890
H -1.0022 -0.4793 -7.4813
H -2.5770 -0.6734 -6.6809
H -1.1125 -1.3829 -5.9802
H -2.4209 -2.1980 -8.6247
H -2.4903 -3.1516 -7.1507
C 1.2105 2.0474 -12.1139
C -0.1870 1.9222 -12.6881
O -1.0332 1.1669 -11.8065
C -1.5552 1.8456 -10.7640
O -1.3495 3.0105 -10.5424
C -2.4683 0.9402 -9.9421
F -1.9187 -0.2715 -9.7032
F -3.6422 0.7089 -10.5656
F -2.7742 1.4597 -8.7396
H 1.6213 1.0610 -11.8846
H 1.8731 2.5523 -12.8197
H 1.2041 2.6151 -11.1805
H -0.1476 1.3732 -13.6314
H -0.6252 2.9005 -12.9031
C 2.8316 6.5770 0.3130
C 3.9199 7.6138 0.1149
O 4.2791 8.2191 1.3668
C 5.1318 7.5164 2.1396
O 5.5869 6.4414 1.8433
C 5.4647 8.2947 3.4096
F 4.3678 8.8284 3.9912
F 6.3041 9.3210 3.1646
F 6.0588 7.5328 4.3471
H 1.9723 7.0154 0.8264
H 2.5036 6.1746 -0.6475
H 3.1842 5.7483 0.9318
H 3.5489 8.4162 -0.5264
H 4.7988 7.1889 -0.3773
C -5.5476 -5.0780 -2.8441
C -5.1488 -5.7677 -4.1340
O -6.0513 -5.4214 -5.1956
C -5.8281 -4.2347 -5.7966
O -4.9426 -3.4771 -5.4929
C -6.8234 -4.0161 -6.9327
F -8.0934 -4.3235 -6.5778
F -6.5368 -4.7785 -8.0085
F -6.8501 -2.7396 -7.3691
H -6.5885 -5.2998 -2.5960
H -4.9094 -5.4034 -2.0200
H -5.4659 -3.9924 -2.9357
H -5.2156 -6.8504 -4.0064
H -4.1161 -5.5396 -4.4124
C -9.9282 -2.2746 -9.6455
C -10.4365 -2.0345 -8.2376
O -10.6141 -0.6301 -7.9959
C -11.7568 -0.0893 -8.4689
O -12.6008 -0.7053 -9.0660
C -11.8391 1.3897 -8.1014
F -10.6812 2.0440 -8.3314
F -12.1248 1.5659 -6.7935
F -12.7888 2.0443 -8.7924
H -9.0164 -1.7000 -9.8277
H -9.7176 -3.3343 -9.8038
H -10.6610 -1.9538 -10.3895
H -9.6953 -2.3877 -7.5176
H -11.3619 -2.5833 -8.0427
```

No. 2
Formula: C47H68N6O4P3Pb
Source: OMol25
Level of theory: ωB97M-V with the def2-TZVPD basis set

Values from the calculation:
Electronic energy: -100067.7812 eV
M: 1081.2 g mol⁻¹
Highest occupied orbital energy: -15.1 eV
Energy above the lowest of the compared OMol25 structures with the same formula, charge and spin: 2.66 kcal/mol
Net charge: +3

Geometry as XYZ:
```
129
C47H68N6O4P3Pb (ωB97M-V with the def2-TZVPD basis set)
Pb -0.4656 -0.1934 -0.3987
O 0.2985 2.0633 -1.0257
P -0.0491 3.2844 -1.8619
C -1.8207 3.2959 -2.2439
P -2.7956 2.6627 -0.8553
O -2.4583 1.2058 -0.5997
C -2.4463 3.6811 0.5707
C -2.7027 5.0535 0.5370
C -2.4384 5.8309 1.6525
C -1.9345 5.2393 2.8068
C -1.6931 3.8718 2.8496
C -1.9479 3.0898 1.7294
C -4.5078 2.9062 -1.2782
C -4.9280 3.5624 -2.4319
C -6.2847 3.7459 -2.6658
C -7.2150 3.2774 -1.7505
C -6.7992 2.6198 -0.5958
C -5.4491 2.4348 -0.3561
C 0.8245 3.3344 -3.4151
C 0.2009 3.3355 -4.6609
C 0.9689 3.3781 -5.8178
C 2.3523 3.4217 -5.7311
C 2.9813 3.4273 -4.4888
C 2.2221 3.3875 -3.3320
C 0.3063 4.8074 -1.0099
C 0.2668 6.0110 -1.7193
C 0.5114 7.2057 -1.0598
C 0.8023 7.1981 0.3007
C 0.8461 6.0009 1.0048
C 0.5957 4.8028 0.3508
H -2.0240 2.6197 -3.0766
H -2.1220 4.3105 -2.5145
H -3.1126 5.5153 -0.3570
H -2.6349 6.8966 1.6291
H -1.7405 5.8489 3.6814
H -1.3180 3.4168 3.7594
H -1.7744 2.0195 1.7515
H -4.2119 3.9318 -3.1565
H -6.6137 4.2563 -3.5625
H -8.2720 3.4309 -1.9328
H -7.5322 2.2641 0.1184
H -5.1176 1.9375 0.5499
H -0.8795 3.3175 -4.7461
H 0.4844 3.3889 -6.7868
H 2.9463 3.4620 -6.6362
H 4.0613 3.4813 -4.4273
H 2.7066 3.4120 -2.3607
H 0.0634 6.0149 -2.7864
H 0.4873 8.1415 -1.6064
H 1.0003 8.1331 0.8127
H 1.0695 6.0031 2.0660
H 0.6022 3.8665 0.8928
O 1.8468 -2.9953 0.1775
C 0.8706 -3.4646 -0.5166
O -0.1788 -2.9258 -0.8260
C 1.1768 -4.8573 -1.0184
N -0.1236 -5.5888 -1.1873
C 0.1664 -6.7244 -2.1457
C 1.1579 -6.1147 -3.1429
C 1.7532 -4.8606 -2.4446
H 1.8023 -5.4125 -0.3253
H -0.7870 -4.9177 -1.5832
H -0.5194 -5.9127 -0.3074
H -0.7624 -7.0807 -2.5786
H 0.6132 -7.5218 -1.5592
H 0.6597 -5.8377 -4.0691
H 1.9244 -6.8436 -3.3926
H 1.4462 -3.9525 -2.9606
H 2.8394 -4.8737 -2.4107
C 4.8269 -3.4297 0.7754
C 4.6290 -1.9085 0.6326
C 5.9077 -1.2108 1.1221
C 4.4514 -1.6233 -0.8710
P 3.0968 -1.3262 1.5619
N 1.7385 -1.5970 0.6212
C 3.0120 0.5294 1.7501
C 1.6205 0.9543 2.2758
C 4.0734 1.0371 2.7575
C 3.2368 1.2023 0.3790
C 2.9294 -2.1671 3.2404
C 1.9592 -1.3544 4.1106
C 2.2890 -3.5486 3.0257
C 4.2477 -2.3202 4.0311
H 5.6903 -3.6978 0.1611
H 3.9752 -4.0015 0.4135
H 5.0540 -3.7382 1.7876
H 6.7415 -1.5903 0.5253
H 6.1379 -1.4223 2.1645
H 5.8773 -0.1339 0.9773
H 5.2493 -2.1529 -1.3995
H 4.5481 -0.5725 -1.1204
H 3.4961 -1.9794 -1.2600
H 1.5343 0.8764 3.3562
H 0.8030 0.3809 1.8458
H 1.4699 2.0000 2.0024
H 3.6710 1.9001 3.2923
H 4.9799 1.3664 2.2566
H 4.3583 0.3035 3.5110
H 2.5747 0.8229 -0.3989
H 4.2675 1.1120 0.0474
H 3.0284 2.2698 0.4954
H 0.9943 -1.2013 3.6228
H 2.3745 -0.3927 4.4111
H 1.7799 -1.9265 5.0235
H 1.3041 -3.4605 2.5643
H 2.1592 -4.0081 4.0102
H 2.9107 -4.2164 2.4294
H 4.8830 -1.4357 3.9990
H 4.8378 -3.1765 3.7177
H 3.9941 -2.4830 5.0814
C -4.7143 -5.3449 -0.3790
C -5.1967 -4.7265 0.9309
C -4.2382 -5.0342 2.0773
C -5.4833 -3.2251 0.8171
N -4.2857 -2.3883 0.5772
C -3.4483 -1.8407 1.4609
N -2.4500 -1.3074 0.7980
N -2.6980 -1.5581 -0.5080
N -3.7827 -2.2224 -0.6599
H -4.5960 -6.4239 -0.2516
H -3.7548 -4.9142 -0.6899
H -5.4222 -5.1836 -1.1955
H -6.1673 -5.1661 1.1733
H -3.2291 -4.6611 1.8644
H -4.1712 -6.1126 2.2317
H -4.5708 -4.5953 3.0235
H -5.9243 -2.8644 1.7427
H -6.1716 -3.0204 0.0022
H -3.6032 -1.8166 2.5306
```